The following is a quantum chemistry calculation of an isolated ion of composition C4H7ClNS and charge +1 at a distorted geometry, from the Open Molecules 2025 dataset.

The SMILES is C[N@@H+]1C=C(Cl)SC1. As for the total charge: +1. As for the orbital gap (spin up / spin down): 0.275 / 0.282 Eh. For the lowest unoccupied orbital energy (spin up / spin down), the calculation gives -5.2 / -5.1 eV. The multiplicity is 1.

Last column: Löwdin charge in e.
Positions of all 14 atoms, in Å:
1 C -0.6971 -0.7313 -0.6360  0.012
2 N 0.2502 -0.0249 0.3597  -0.284
3 C -0.0577 -0.5918 1.6753  0.004
4 C -1.1105 0.7332 2.3276  -0.926
5 Cl -1.9806 0.6800 3.6948  0.812
6 S -1.4294 1.8945 1.0028  0.976
7 C 0.0956 1.3443 0.1005  -0.404
8 H -1.7048 -0.6103 -0.2012  0.095
9 H -0.5789 -0.2066 -1.6180  0.119
10 H -0.3890 -1.7965 -0.6112  0.121
11 H 1.0891 -0.4755 0.0738  0.169
12 H 0.7411 -0.9929 2.3119  0.090
13 H 0.8978 2.0141 0.3168  0.103
14 H 0.1093 1.6721 -0.9341  0.113

---

The following is a quantum chemistry calculation of a single C4H7ClO molecule at a distorted geometry, from the Open Molecules 2025 dataset.

The SMILES is O[C@H]1C[C@H](Cl)C1. As for the total charge: 0. As for the orbital gap: 0.412 Eh. For the lowest unoccupied orbital energy, the calculation gives 0.8 eV. The energy above the lowest of the compared OMol25 structures with the same formula, charge and spin is 27.9 kcal per mole. The multiplicity is 1.

Last column: Löwdin charge in e.
Positions of all 13 atoms, in Å:
1 O -2.0800 -0.1439 -0.6687  -0.030
2 C -0.6735 -0.0745 -0.7247  -0.376
3 C 0.1291 1.0569 0.0057  -0.140
4 C 1.1941 -0.0040 0.4508  -0.690
5 Cl 2.6388 -0.0812 -0.6061  0.581
6 C 0.1307 -1.0394 0.1728  -0.188
7 H -2.4157 0.2599 0.1527  0.098
8 H -0.4037 -0.1184 -1.7971  0.151
9 H -0.4418 1.3050 0.9579  0.128
10 H 0.4567 1.9973 -0.4091  0.096
11 H 1.4903 0.1109 1.5453  0.118
12 H -0.5813 -1.2272 1.0280  0.133
13 H 0.5564 -2.0413 -0.1075  0.120

---

The following is a quantum chemistry calculation of a single C4H7ClO molecule at a distorted geometry, from the Open Molecules 2025 dataset.

The SMILES is C[C@@H](Cl)[C@@H]1CO1. As for the total charge: 0. As for the orbital gap: 0.419 Eh. For the lowest unoccupied orbital energy, the calculation gives 0.9 eV. The energy above the lowest of the compared OMol25 structures with the same formula, charge and spin is 40.4 kcal per mole. The multiplicity is 1.

Last column: Löwdin charge in e.
Positions of all 13 atoms, in Å:
1 C -0.9574 -0.9311 0.7730  -0.108
2 C -0.7487 0.4733 0.1524  -0.720
3 Cl -1.2245 1.7519 1.2541  0.653
4 C 0.6577 0.8481 -0.2339  -0.371
5 C 1.3836 -0.1519 -1.0253  -0.117
6 O 1.7852 0.1475 0.3374  -0.029
7 H -0.5993 -1.8845 0.2633  0.102
8 H -2.0816 -0.9547 0.9300  0.088
9 H -0.6374 -0.9512 1.7865  0.051
10 H -1.3836 0.5927 -0.6967  0.090
11 H 0.7672 1.9297 -0.3856  0.131
12 H 0.9291 -1.0936 -1.3819  0.116
13 H 2.1096 0.2238 -1.7732  0.114